Density functional theory data (ωB97M-V/def2-TZVPD) for a 4-piece molecular cluster, C4H16O4 overall in a non-equilibrium geometry.

HOMO-LUMO gap: 10.1 eV
Electronic energy: -12595.1344 eV
ΔE to the lowest compared entry with this formula, charge and spin: 2.702 eV
HOMO energy: -9.6334 eV
Molecular weight: 128.168 g/mol

Geometry as ORCA input:
```
! wB97M-V def2-TZVPD RIJCOSX def2/J DEFGRID3
* xyz 0 1
C -13.951 -17.525 10.569
O -14.451 -16.664 11.577
H -14.275 -17.238 9.568
H -12.864 -17.505 10.650
H -14.351 -18.527 10.723
H -14.119 -15.776 11.422
C -14.811 -12.873 12.242
O -13.962 -13.826 11.724
H -14.958 -13.104 13.297
H -14.373 -11.875 12.231
H -15.741 -12.708 11.697
H -13.151 -13.314 11.694
C -10.914 -11.237 11.032
O -11.111 -12.519 11.468
H -10.607 -10.633 11.886
H -10.037 -11.246 10.384
H -11.844 -10.901 10.574
H -10.270 -12.800 11.835
C -16.210 -13.051 16.638
O -16.963 -12.599 17.755
H -16.548 -14.050 16.366
H -16.292 -12.363 15.797
H -15.176 -13.074 16.982
H -16.719 -11.671 17.776
*
```

These are the Mulliken partial charges, in e, on atoms 1 to 4:
1. C -0.4934
2. O -0.4666
3. H 0.2402
4. H 0.2301